*a*
ORCA calculation (the ωB97M-V functional and the def2-TZVPD basis) on a 3-piece molecular cluster, C4H16NO2 overall.

Atoms and positions in Å:
C1 0.7571 0.7237 -1.2684
C2 1.5999 0.1235 -0.1239
C3 3.0626 0.1009 -0.5043
C4 1.0937 -1.2703 0.2975
N1 -0.3593 1.4970 -0.6619
H1 0.2502 -0.0112 -1.7672
H2 1.3327 1.5080 -1.7187
H3 1.4711 0.7246 0.7008
H4 3.3804 -0.6764 -1.1953
H5 3.6668 -0.1369 0.3175
H6 3.6063 1.1883 -0.8236
H7 1.3947 -2.0583 -0.4474
H8 1.5886 -1.6659 1.1337
H9 0.0609 -1.3198 0.3956
H10 0.0057 1.8924 0.2694
H11 -1.2230 0.8854 -0.4297
H12 -0.7125 2.2616 -1.2167
H13 -2.5708 -1.2373 -1.2856
H14 -2.5723 -0.7184 0.1557
O1 -2.2713 -0.5141 -0.7340
H15 -2.8071 -1.2343 3.2419
H16 -3.5073 0.0751 2.7087
O2 -2.7199 -0.4887 2.5076

Values from the calculation:
* HOMO-LUMO gap: 12.124 eV
* HOMO: -15.14 eV
* LUMO energy: -3.02 eV
* total charge: +1



*b*
ORCA calculation (the ωB97M-V functional and the def2-TZVPD basis) on a 3-piece molecular cluster, C4H16NO2 overall.

Atoms and positions in Å:
C1 -0.7096 1.1274 -1.6371
C2 0.0726 0.2949 -0.6310
C3 0.9334 1.0338 0.3630
C4 2.0105 1.8653 -0.3458
N1 -0.8271 -0.7220 0.0359
H1 0.0184 1.4622 -2.3759
H2 -1.0784 2.0772 -1.2523
H3 -1.4961 0.5729 -2.1363
H4 0.7376 -0.3561 -1.2143
H5 0.3167 1.6555 1.0294
H6 1.3461 0.3752 1.1360
H7 2.9683 1.9275 0.1577
H8 2.1734 1.4273 -1.3251
H9 1.6750 2.8962 -0.4715
H10 -1.4377 -0.3065 0.7422
H11 -1.3230 -1.2735 -0.6645
H12 -0.2700 -1.4352 0.5099
H13 -2.1178 -0.6256 3.5567
H14 -0.6745 -0.1633 3.3787
O1 -1.4536 -0.4331 2.8735
H15 -0.3266 -4.1217 0.1296
H16 -0.1318 -3.8635 -1.3351
O2 -0.4060 -3.4148 -0.5240

Values from the calculation:
* HOMO-LUMO gap: 12.423 eV
* HOMO: -15.30 eV
* LUMO energy: -2.88 eV
* total charge: +1



*c*
ORCA calculation (the ωB97M-V functional and the def2-TZVPD basis) on a 3-piece molecular cluster, C4H16NO2 overall.

Atoms and positions in Å:
C1 2.0220 -0.2290 2.0390
C2 1.0049 0.2745 1.0551
N1 0.9563 -0.6723 -0.1848
C3 2.0826 -0.6645 -1.1646
C4 -0.4344 0.0830 1.6829
H1 1.8575 -1.2689 2.2440
H2 1.8668 0.3054 2.9536
H3 3.0561 -0.3502 1.5866
H4 1.1587 1.2627 0.6009
H5 0.9344 -1.6178 0.1039
H6 0.0415 -0.3884 -0.6117
H7 3.1011 -0.4934 -0.8180
H8 1.9650 -1.6154 -1.8073
H9 1.7988 0.1373 -1.8636
H10 -0.8292 -0.9925 1.8294
H11 -1.2159 0.6443 1.2808
H12 -0.6883 0.6791 2.6827
H13 -1.7247 0.2515 -1.8427
H14 -0.7481 1.0852 -2.7530
O1 -0.7347 0.5463 -1.9777
H15 -4.0739 0.4680 0.0304
H16 -4.7895 0.4949 -1.0927
O2 -3.8222 0.6188 -0.8853

Values from the calculation:
* HOMO-LUMO gap: 12.385 eV
* HOMO: -15.07 eV
* LUMO energy: -2.69 eV
* total charge: +1



Stability check: which of them is most stable? *b*.



*a*
ORCA calculation (the ωB97M-V functional and the def2-TZVPD basis) on a 2-piece molecular cluster, C25H30N4O2 overall.

Atoms and positions in Å:
C1 6.5814 2.0790 5.1523
C2 5.5170 0.9909 5.1284
N1 4.7666 1.1789 3.8847
C3 3.5159 0.5031 3.7937
C4 3.4220 -0.9036 3.8517
C5 2.1928 -1.5099 3.6499
C6 1.0064 -0.7474 3.4235
C7 -0.2484 -1.4040 3.3580
C8 -1.5157 -0.8570 3.6619
C9 -1.7177 0.4314 4.2477
C10 -2.9778 0.9906 4.3248
C11 -4.1155 0.2405 3.9511
N2 -5.4171 0.7981 3.9616
C12 -5.7985 1.4845 5.1981
C13 -7.2454 1.9581 5.0944
O1 -7.4533 2.7182 3.9010
C14 -7.2434 1.9228 2.7327
C15 -5.8230 1.3685 2.6706
C16 -3.9489 -1.1028 3.5380
C17 -2.6870 -1.6396 3.4117
C18 1.1485 0.6710 3.3072
C19 2.3638 1.2762 3.5447
C20 5.6194 0.9725 2.7119
C21 6.6844 2.0539 2.7435
O2 7.4029 2.0559 3.9810
H1 6.0783 3.0598 5.2630
H2 7.2764 1.9269 5.9915
H3 5.9904 -0.0074 5.1378
H4 4.8347 1.0867 5.9834
H5 4.3247 -1.4922 4.0435
H6 2.1096 -2.5974 3.6953
H7 -0.2332 -2.4600 3.0880
H8 -0.8750 0.9959 4.6433
H9 -3.0901 2.0286 4.6452
H10 -5.7002 0.7477 6.0129
H11 -5.1332 2.3390 5.4235
H12 -7.9103 1.0741 5.1299
H13 -7.4866 2.6493 5.9146
H14 -7.9529 1.0765 2.6943
H15 -7.4255 2.6052 1.8915
H16 -5.1353 2.1785 2.3520
H17 -5.7532 0.5558 1.9308
H18 -4.8430 -1.6916 3.3215
H19 -2.5570 -2.6747 3.0953
H20 0.2940 1.2860 3.0260
H21 2.4705 2.3652 3.5417
H22 6.0953 -0.0240 2.7637
H23 5.0150 1.0415 1.7980
H24 7.4453 1.8766 1.9698
H25 6.1957 3.0295 2.5588
C22 -0.9493 -6.1496 2.8804
C23 -0.3299 -5.3741 1.7938
N3 0.0009 -5.8618 0.5659
C24 0.5295 -4.8027 -0.1329
C25 0.5285 -3.6709 0.7253
N4 -0.0026 -4.0449 1.9155
H26 -0.7839 -5.6428 3.8378
H27 -2.0299 -6.2221 2.7235
H28 -0.5389 -7.1605 2.9435
H29 0.8778 -4.8327 -1.1533
H30 0.9131 -2.6796 0.5089

Values from the calculation:
* HOMO-LUMO gap: 2.989 eV
* HOMO: -5.76 eV
* LUMO energy: -2.77 eV



*b*
ORCA calculation (the ωB97M-V functional and the def2-TZVPD basis) on one molecule with the formula C25H30N4O2.

Atoms and positions in Å:
O1 4.9184 3.1548 0.0005
C1 4.9393 1.9543 -0.2084
N1 6.0913 1.2772 -0.4417
C2 7.3817 1.8628 -0.1953
C3 8.0647 1.1756 0.9982
N2 8.3466 -0.2025 0.6960
C4 9.5486 -0.8002 0.5951
C5 9.3201 -2.1137 0.2536
C6 7.9276 -2.2136 0.1644
N3 7.3560 -1.0543 0.4330
C7 3.7034 1.1297 -0.2867
C8 2.5219 1.7589 -0.6615
C9 1.3305 1.0648 -0.7471
C10 1.2981 -0.2933 -0.4401
O2 0.2045 -1.0930 -0.4955
C11 -1.0488 -0.5612 -0.8974
C12 -1.9337 -1.7679 -1.2332
C13 -3.4076 -1.4026 -1.1259
N4 -3.7877 -1.0740 0.2422
C14 -4.9669 -0.2347 0.2917
C15 -6.2189 -1.0025 -0.1579
C16 -7.4472 -0.1842 0.1144
C17 -7.9459 0.6860 -0.8464
C18 -9.0555 1.4697 -0.5831
C19 -9.6814 1.3946 0.6491
C20 -9.1912 0.5322 1.6151
C21 -8.0812 -0.2491 1.3489
C22 -2.6660 -0.5826 1.0281
C23 -1.6985 0.2809 0.2162
C24 2.4797 -0.9227 -0.0356
C25 3.6653 -0.2263 0.0385
H1 6.0853 0.2646 -0.4784
H2 8.0124 1.7639 -1.0862
H3 7.2230 2.9223 0.0210
H4 9.0038 1.6757 1.2402
H5 7.3952 1.2228 1.8630
H6 10.4608 -0.2669 0.7721
H7 10.0442 -2.8852 0.0935
H8 7.3284 -3.0679 -0.0806
H9 2.5531 2.8139 -0.8889
H10 0.4383 1.5916 -1.0465
H11 -0.9101 0.0520 -1.7997
H12 -1.7121 -2.1208 -2.2407
H13 -1.6991 -2.5731 -0.5376
H14 -3.6116 -0.5572 -1.8081
H15 -4.0146 -2.2515 -1.4557
H16 -4.8651 0.6755 -0.3288
H17 -5.1165 0.0805 1.3274
H18 -6.2559 -1.9428 0.3935
H19 -6.1514 -1.2263 -1.2230
H20 -7.4629 0.7462 -1.8117
H21 -9.4335 2.1399 -1.3417
H22 -10.5486 2.0045 0.8554
H23 -9.6763 0.4680 2.5783
H24 -7.7021 -0.9224 2.1047
H25 -3.0521 -0.0151 1.8766
H26 -2.1214 -1.4445 1.4275
H27 -2.2417 1.1213 -0.2207
H28 -0.9235 0.6806 0.8715
H29 2.4344 -1.9704 0.2173
H30 4.5524 -0.7423 0.3770

Values from the calculation:
* HOMO-LUMO gap: 9.164 eV
* HOMO: -8.35 eV
* LUMO energy: 0.81 eV



Stability check: which of them is most stable? *b*.



*a*
ORCA calculation (the ωB97M-V functional and the def2-TZVPD basis) on C3H9NS2 as an isolated structure.

Atoms and positions in Å:
S1 -0.2763 -1.8498 -3.9505
S2 0.5030 0.4422 2.8888
C1 0.3195 1.5522 1.0903
C2 0.0460 0.9215 -0.2137
N1 -0.5613 -0.5189 -0.1065
C3 -0.5119 -1.4170 -1.2153
H1 1.1177 1.2546 3.7488
H2 -0.2575 2.3983 1.4481
H3 1.2581 1.2525 1.9294
H4 1.0216 0.8890 -0.8409
H5 -0.7203 1.4651 -0.6778
H6 -0.7807 -0.9761 0.7916
H7 0.3498 -1.3891 -1.9343
H8 -1.1426 -1.5925 -2.1072
H9 -0.3652 -2.4320 -0.8509

Values from the calculation:
* ⟨S²⟩: 0.7534
* multiplicity: 2
* HOMO-LUMO gap (spin up / spin down): 5.027 / 4.633 eV
* HOMO (spin up / spin down): -2.66 / -2.26 eV
* LUMO energy (spin up / spin down): 2.37 / 2.37 eV
* total charge: -1



*b*
ORCA calculation (the ωB97M-V functional and the def2-TZVPD basis) on a 2-piece molecular cluster, C3H9NS2 overall.

Atoms and positions in Å:
C1 -1.7651 1.6571 0.2950
S1 -1.0035 1.9146 -1.3050
S2 -0.6353 -0.2303 -1.7949
H1 -1.6489 0.6804 0.7689
H2 -1.3386 2.4263 0.9377
H3 -2.8399 1.8623 0.2638
H4 -0.6765 -0.0469 -3.1112
C2 1.3666 -1.3640 3.1820
C3 1.4856 -1.9141 1.9539
N1 2.6292 -1.8453 1.2138
H5 2.2268 -0.8565 3.5983
H6 0.5000 -1.6153 3.7736
H7 0.6693 -2.3377 1.3803
H8 3.4182 -1.3661 1.5993
H9 2.7117 -2.2830 0.3140

Values from the calculation:
* ⟨S²⟩: 0.7542
* multiplicity: 2
* HOMO-LUMO gap (spin up / spin down): 3.730 / 6.397 eV
* HOMO (spin up / spin down): -0.12 / -2.81 eV
* LUMO energy (spin up / spin down): 3.61 / 3.59 eV
* total charge: -1



Stability check: which of them is most stable? *b*.



*a*
ORCA calculation (the ωB97M-V functional and the def2-TZVPD basis) on an isolated ion of composition CH4NO2S and charge -1.

Atoms and positions in Å:
C1 0.1302 -1.5079 0.2260
S1 0.3549 0.1545 0.3773
N1 -0.1709 0.8491 -1.0164
O1 1.8175 0.3829 0.5070
O2 -0.7547 1.5700 1.4812
H1 -0.8532 -1.6141 -0.0581
H2 0.4663 -2.1004 1.1344
H3 -0.4670 1.7602 -0.7035
H4 -0.5232 0.5056 -1.9477

Values from the calculation:
* HOMO-LUMO gap: 7.484 eV
* HOMO: -3.52 eV
* LUMO energy: 3.96 eV
* total charge: -1



*b*
ORCA calculation (the ωB97M-V functional and the def2-TZVPD basis) on a 2-piece molecular cluster, CH4NO2S overall.

Atoms and positions in Å:
N1 0.2683 -0.5067 -1.3122
C1 1.0709 0.3410 -0.4710
O1 1.7474 1.2045 -1.0473
O2 0.9596 0.1035 0.7646
H1 0.5659 -0.4628 -2.2735
H2 0.1987 -1.4474 -0.9570
S1 -2.0602 0.3367 1.3768
H3 -2.0539 0.2445 2.7157
H4 -0.6967 0.1867 1.2039

Values from the calculation:
* HOMO-LUMO gap: 8.176 eV
* HOMO: -4.48 eV
* LUMO energy: 3.70 eV
* total charge: -1



Stability check: which of them is most stable? *b*.



*a*
ORCA calculation (the ωB97M-V functional and the def2-TZVPD basis) on C2H2MnO2 as an isolated structure.

Atoms and positions in Å:
O1 -0.4369 -1.5270 -0.4333
C1 0.1575 -0.3097 -0.0696
C2 -0.5544 0.8305 -0.1089
O2 -1.6812 1.1777 0.3250
H1 -0.2369 -2.1380 0.2915
Mn1 2.1793 0.1638 0.0308
H2 0.5726 1.8028 -0.0355

Values from the calculation:
* ⟨S²⟩: 12.0101
* multiplicity: 7
* HOMO-LUMO gap (spin up / spin down): 5.745 / 5.474 eV
* HOMO (spin up / spin down): -2.04 / -2.54 eV
* LUMO energy (spin up / spin down): 3.71 / 2.94 eV
* total charge: -1



*b*
ORCA calculation (the ωB97M-V functional and the def2-TZVPD basis) on C2H2MnO2 as an isolated structure.

Atoms and positions in Å:
H1 1.1474 0.8654 -1.2024
C1 0.5099 0.5230 -0.3672
C2 -0.7072 0.8168 0.0417
H2 -1.2751 1.5817 -0.4933
O1 0.9711 -0.9705 -0.1317
O2 0.6369 -1.5456 1.1482
Mn1 -1.2831 -1.2708 1.0047

Values from the calculation:
* ⟨S²⟩: 12.0054
* multiplicity: 7
* HOMO-LUMO gap (spin up / spin down): 5.830 / 7.865 eV
* HOMO (spin up / spin down): -1.71 / -3.70 eV
* LUMO energy (spin up / spin down): 4.12 / 4.17 eV
* total charge: -1



Stability check: which of them is most stable? *a*.



*a*
ORCA calculation (the ωB97M-V functional and the def2-TZVPD basis) on one molecule with the formula C25H29N5O2.

Atoms and positions in Å:
C1 5.1965 0.9864 -3.3117
C2 4.3682 -0.2453 -3.2849
C3 4.3095 -1.2872 -2.3825
C4 3.3380 -2.1636 -2.8936
C5 2.8426 -3.4404 -2.2942
N1 1.4864 -3.2824 -1.8104
C6 1.1984 -3.1151 -0.5039
O1 2.0000 -3.2959 0.3897
C7 -0.2429 -2.6917 -0.2518
C8 -0.3869 -1.1797 -0.5132
C9 -0.3867 -0.9842 -2.0308
O2 -1.0537 -1.7033 -2.7554
N2 0.3491 0.0155 -2.5424
C10 1.2246 0.8720 -1.7846
C11 0.7081 0.9380 -0.3539
N3 0.6535 -0.4150 0.1492
C12 0.6495 -0.4999 1.6072
C13 -0.5788 0.0894 2.2552
C14 -0.6350 1.4435 2.5680
C15 -1.7794 2.0059 3.0991
C16 -2.9086 1.2275 3.3406
C17 -4.1268 1.8229 3.9087
C18 -4.8460 1.1586 4.8995
C19 -5.9891 1.7210 5.4361
C20 -6.4360 2.9528 4.9882
C21 -5.7303 3.6209 4.0017
C22 -4.5837 3.0628 3.4681
C23 -2.8502 -0.1307 3.0402
C24 -1.7046 -0.6876 2.5046
N4 2.8348 -1.6830 -4.0209
N5 3.4607 -0.5295 -4.2495
C25 3.1502 0.2453 -5.4140
H1 5.8398 1.0140 -2.4371
H2 5.8209 1.0125 -4.2051
H3 4.5687 1.8782 -3.3132
H4 4.8780 -1.4079 -1.4841
H5 2.8628 -4.2394 -3.0417
H6 3.4613 -3.7143 -1.4374
H7 0.7887 -3.0657 -2.5062
H8 -0.9217 -3.2142 -0.9267
H9 -0.5037 -2.9363 0.7759
H10 -1.3988 -0.8663 -0.1795
H11 0.3912 0.0487 -3.5517
H12 1.2370 1.8666 -2.2407
H13 2.2441 0.4667 -1.7757
H14 1.4055 1.5158 0.2540
H15 -0.2758 1.4403 -0.3366
H16 1.5412 0.0331 1.9481
H17 0.7711 -1.5489 1.8764
H18 0.2348 2.0651 2.4070
H19 -1.7923 3.0562 3.3525
H20 -4.4927 0.2051 5.2643
H21 -6.5334 1.1971 6.2085
H22 -7.3305 3.3905 5.4063
H23 -6.0765 4.5805 3.6455
H24 -4.0458 3.5814 2.6874
H25 -3.7173 -0.7521 3.2113
H26 -1.6834 -1.7465 2.2918
H27 2.7873 1.2378 -5.1360
H28 2.3770 -0.2854 -5.9655
H29 4.0306 0.3595 -6.0500

Values from the calculation:
* HOMO-LUMO gap: 9.067 eV
* HOMO: -8.52 eV
* LUMO energy: 0.54 eV



*b*
ORCA calculation (the ωB97M-V functional and the def2-TZVPD basis) on a 2-piece molecular cluster, C25H29N5O2 overall.

Atoms and positions in Å:
C1 1.9160 -5.1706 -3.7232
N1 2.8476 -4.7698 -2.6674
C2 3.1036 -3.5541 -2.1616
O1 3.8809 -3.4853 -1.2248
C3 2.4871 -2.2512 -2.7224
C4 1.1551 -1.9725 -2.0026
C5 0.2634 -0.8514 -2.4700
C6 0.5205 0.0852 -3.4164
N2 -0.5848 0.8965 -3.5844
C7 -1.6064 0.5476 -2.7294
C8 -2.8968 1.0550 -2.5177
C9 -3.7036 0.4735 -1.5246
C10 -3.2092 -0.5963 -0.7571
C11 -1.9148 -1.1025 -0.9860
C12 -1.0819 -0.5489 -1.9831
N3 2.2860 -2.2613 -4.1776
C13 3.2302 -2.2362 -5.1170
C14 4.6934 -2.1634 -4.7236
O2 2.9194 -2.2618 -6.2964
H1 1.7563 -6.2491 -3.6819
H2 0.9541 -4.6730 -3.5962
H3 2.3258 -4.9229 -4.7040
H4 3.3482 -5.5110 -2.2007
H5 3.1695 -1.4404 -2.4667
H6 0.5560 -2.8834 -2.0434
H7 1.3790 -1.7931 -0.9499
H8 1.4426 0.1756 -3.9776
H9 -0.6217 1.6559 -4.2490
H10 -3.2611 1.8848 -3.1039
H11 -4.7011 0.8505 -1.3452
H12 -3.8308 -1.0367 0.0103
H13 -1.5481 -1.9285 -0.3951
H14 1.3355 -2.2828 -4.5134
H15 5.2981 -2.1127 -5.6282
H16 4.9708 -3.0505 -4.1572
H17 4.8674 -1.2713 -4.1257
C15 -1.1027 2.2892 5.0774
C16 -2.2121 2.3518 4.5877
C17 -3.5219 2.4589 3.9279
C18 -3.4938 1.8386 2.5360
C19 -2.9268 2.9324 1.6287
C20 -3.0640 4.2327 2.4191
N4 -3.8188 3.8615 3.6236
C21 0.2272 2.2428 5.5998
C22 0.5122 1.5367 6.7673
C23 1.8308 1.5240 7.2221
C24 2.8159 2.2097 6.5052
N5 2.5424 2.8905 5.3811
C25 1.2707 2.9070 4.9383
H18 -4.2878 1.9998 4.5626
H19 -4.5132 1.5903 2.2255
H20 -2.8915 0.9248 2.4982
H21 -3.4774 2.9789 0.6842
H22 -1.8726 2.7401 1.4054
H23 -3.5836 5.0042 1.8416
H24 -2.0739 4.6141 2.6924
H25 -4.8177 3.9790 3.4617
H26 -0.2744 1.0124 7.3038
H27 2.1003 0.9880 8.1255
H28 3.8384 2.1917 6.8696
H29 1.0482 3.4567 4.0285

Values from the calculation:
* HOMO-LUMO gap: 8.812 eV
* HOMO: -8.23 eV
* LUMO energy: 0.58 eV



Stability check: which of them is most stable? *a*.